No. 1
ORCA calculation (wB97M-V/def2-TZVPD) on a molecular structure, C43H57N4OSSiTl.

Geometry as XYZ:
```
108
Properties=species:S:1:pos:R:3:forces:R:3:mulliken_charge:R:1
Tl -1.06326 -0.23897 -1.61498 0.00 -0.19 -0.04 0.979
C 1.34779 -3.89586 -2.43313 -0.04 -0.04 -0.06 -1.748
C 2.01637 -2.95386 -1.42757 0.23 -0.15 -0.13 2.633
C 2.74246 -3.75789 -0.34494 0.00 -0.03 0.01 -1.410
C 2.93065 -1.95989 -2.12954 0.05 0.01 -0.04 0.340
C 3.95049 -2.41831 -2.96065 -0.08 0.11 0.08 -0.157
C 4.75105 -1.53440 -3.67564 -0.08 0.10 0.09 -1.480
C 4.48882 -0.17064 -3.56886 -0.11 -0.09 0.06 -0.874
C 3.48181 0.33816 -2.74479 0.08 -0.05 -0.12 0.908
C 3.34052 1.86095 -2.68136 -0.19 -0.21 0.30 0.559
C 1.92481 2.39721 -2.91630 -0.06 -0.08 -0.13 -1.218
C 3.88816 2.41714 -1.35967 -0.03 0.01 0.06 -1.114
C 2.70553 -0.56183 -1.96197 0.05 -0.08 0.00 -0.834
N 1.70224 -0.13094 -1.11653 0.27 0.31 0.07 0.504
C 1.87109 -0.18616 0.22491 0.07 -0.10 -0.15 -0.390
C 0.82264 -0.14078 1.13674 -0.14 -0.10 0.47 -1.471
N -0.52934 -0.11497 0.78465 -0.03 0.18 0.12 -0.036
C -1.45885 -0.62930 1.69148 -0.01 0.12 0.00 -0.418
C -2.60152 0.14049 2.06370 0.21 -0.20 0.03 1.401
C -3.50650 -0.35251 2.99945 0.12 0.00 -0.05 -0.200
C -3.34471 -1.60637 3.57666 0.05 0.02 -0.07 -1.537
C -2.27791 -2.39394 3.15948 0.05 0.07 0.01 -0.406
C -1.34997 -1.94177 2.22601 -0.12 0.06 0.02 0.831
C -0.32060 -2.91724 1.68049 -0.14 -0.14 0.04 2.254
C 0.55206 -3.55009 2.76426 0.06 -0.02 0.10 -1.678
C -1.02957 -3.98410 0.83685 -0.08 -0.04 -0.10 -1.558
C -2.84577 1.50512 1.44691 -0.35 -0.15 0.15 3.011
C -4.17738 1.53392 0.68625 -0.07 0.05 -0.07 -1.540
C -2.77274 2.62132 2.49198 0.05 0.14 0.06 -1.401
C 1.39785 -0.06387 2.48943 -0.23 0.10 0.00 0.743
C 0.89786 0.05840 3.76944 0.15 0.01 0.12 0.240
C 1.81316 0.10896 4.87288 -0.24 -0.01 -0.22 -0.949
C 3.17206 0.04354 4.72989 0.09 -0.02 -0.17 -1.010
C 3.72165 -0.07562 3.40915 0.12 -0.02 0.16 1.283
C 5.10596 -0.15093 3.05431 -0.20 0.03 0.09 -0.924
C 5.45746 -0.26265 1.73779 -0.14 -0.01 -0.31 -1.111
C 4.49002 -0.29666 0.67803 0.07 -0.04 0.10 0.983
C 3.15764 -0.21225 0.99635 0.12 -0.04 -0.15 0.117
C 2.82149 -0.11704 2.36838 -0.26 -0.02 -0.20 -1.294
H 0.56423 -4.48292 -1.94169 0.08 0.03 -0.04 0.399
H 2.07322 -4.59469 -2.86988 -0.07 0.07 0.02 0.303
H 0.88591 -3.32954 -3.24795 0.03 -0.06 0.09 0.400
H 1.22889 -2.37941 -0.94741 -0.05 0.12 0.03 -1.614
H 3.55213 -4.35625 -0.78553 -0.07 0.06 0.06 0.440
H 2.04679 -4.44308 0.15836 0.12 0.11 -0.11 0.343
H 3.17678 -3.09728 0.41033 -0.02 -0.03 -0.03 0.249
H 4.12020 -3.48943 -3.05399 -0.03 0.07 0.01 0.289
H 5.55510 -1.89849 -4.31218 -0.12 0.06 0.07 0.315
H 5.09459 0.53156 -4.13708 -0.02 -0.01 0.01 0.312
H 3.96562 2.24372 -3.48991 0.14 0.07 -0.10 0.505
H 1.27570 2.12633 -2.08468 -0.04 -0.02 -0.01 -0.137
H 1.48315 1.98494 -3.83208 0.06 0.05 0.14 0.289
H 1.94820 3.49257 -3.00818 0.00 -0.13 0.01 0.497
H 3.30984 2.02321 -0.51655 0.08 0.10 -0.15 -0.041
H 3.81807 3.51511 -1.34404 0.02 -0.15 -0.02 0.546
H 4.93673 2.13328 -1.21291 -0.12 0.04 0.00 0.287
H -4.36232 0.25781 3.28626 0.09 -0.05 -0.05 0.196
H -4.05842 -1.97878 4.30655 0.05 0.03 -0.06 0.295
H -2.18155 -3.40372 3.55441 0.01 0.07 -0.03 0.232
H 0.33812 -2.37078 1.01519 0.07 0.11 -0.06 -1.367
H -0.05051 -4.13247 3.47484 0.08 0.05 -0.09 0.334
H 1.09306 -2.77971 3.32405 -0.06 -0.09 -0.04 0.231
H 1.29090 -4.22469 2.31224 -0.12 0.07 0.09 0.374
H -1.69480 -4.60148 1.45779 0.11 0.08 -0.09 0.407
H -0.29594 -4.64618 0.35441 -0.11 0.07 0.09 0.320
H -1.64131 -3.51028 0.05800 0.07 -0.06 0.12 0.275
H -2.04097 1.64953 0.73271 0.08 -0.18 -0.14 -1.866
H -5.02255 1.35993 1.36813 0.14 0.03 -0.08 0.335
H -4.19152 0.74724 -0.07845 0.05 0.11 0.16 -0.037
H -4.32909 2.50231 0.18800 0.05 -0.16 0.11 0.454
H -3.56554 2.50708 3.24275 0.12 0.03 -0.09 0.377
H -2.89584 3.61293 2.02502 -0.02 -0.19 0.08 0.405
H -1.80677 2.60235 3.01316 -0.13 0.00 -0.04 0.283
H -0.16894 0.09951 3.95801 0.04 -0.01 0.02 0.575
H 1.40311 0.19747 5.87379 -0.05 0.00 -0.01 0.384
H 3.82230 0.08258 5.59713 0.02 0.00 -0.01 0.352
H 5.87120 -0.11500 3.82416 -0.04 -0.02 0.00 0.350
H 6.51092 -0.32231 1.48000 -0.05 -0.01 -0.04 0.396
H 4.82180 -0.39066 -0.35144 0.02 0.02 0.10 0.524
C -6.18053 -1.55897 -0.82937 -0.18 0.00 0.32 -1.169
Si -4.63032 -1.62199 -1.92908 0.02 0.02 -0.01 0.252
C -4.95326 -0.30226 -3.25053 0.11 0.33 -0.22 -0.891
C -4.80363 -3.27500 -2.84434 0.08 -0.37 -0.14 -1.218
O -3.25532 -1.43568 -1.16984 0.02 0.03 0.06 -0.493
H -7.02634 -2.08681 -1.29953 0.15 0.14 0.09 0.369
H -6.49337 -0.52070 -0.63586 0.08 -0.22 -0.01 0.299
H -5.97945 -2.03146 0.14579 -0.05 0.11 -0.24 0.280
H -5.93297 -0.40211 -3.74605 0.19 0.00 0.12 0.340
H -4.16761 -0.33925 -4.02427 -0.22 0.03 0.18 0.195
H -4.90165 0.69770 -2.78519 -0.04 -0.24 -0.16 0.165
H -5.79952 -3.39343 -3.30446 0.24 0.04 0.10 0.328
H -4.64946 -4.10949 -2.14035 -0.05 0.18 -0.18 0.259
H -4.04335 -3.36789 -3.63736 -0.18 0.02 0.20 0.266
S -2.34473 2.83504 -2.09656 -0.21 0.00 -0.50 -0.250
C -1.35820 3.99477 -1.46150 0.44 -0.02 0.20 -0.091
N -0.90205 3.90918 -0.19701 -0.19 0.18 0.50 0.647
C -0.52918 5.07662 0.59247 0.21 -0.24 -0.21 -0.612
C 0.21506 6.06458 -0.28042 0.12 -0.04 -0.05 -0.570
C -0.60185 6.32870 -1.52927 0.18 -0.34 -0.10 -0.746
N -0.87607 5.05127 -2.18643 -0.30 0.39 -0.09 -0.110
H -1.28543 3.11657 0.29853 0.14 0.03 0.11 -0.775
H 0.09538 4.75193 1.41793 0.07 -0.12 0.12 0.335
H -1.41334 5.55659 1.01630 -0.20 0.04 0.08 0.387
H 1.18291 5.64681 -0.56774 -0.02 0.01 0.03 0.221
H 0.38121 6.99024 0.27103 0.03 0.05 -0.01 0.375
H -0.05197 6.96120 -2.21911 0.08 0.07 -0.15 0.379
H -1.52483 6.84907 -1.26268 -0.20 0.07 0.02 0.318
H -1.32418 5.08616 -3.08605 -0.02 0.12 -0.12 0.268
```
Positions in Å, forces in eV/Å.

Properties
E_LUMO = 0.1410 Eh
DFT total energy = -76935.2087 eV
Net charge = -2
Relative energy (zero: lowest compared OMol25 entry of this formula, charge and spin) = 0.310 eV
Kohn-Sham gap = 3.758 eV
Highest occupied orbital energy = 0.1 eV

---

No. 2
ORCA calculation (wB97M-V/def2-TZVPD) on a molecular structure, C43H58Cl2FFeN3O3SSi3.

Geometry as XYZ:
```
115
Properties=species:S:1:pos:R:3:forces:R:3:mulliken_spin:R:1
Fe 1.08069 1.07961 -0.46641 0.00 -0.17 0.45 3.691
C 1.14561 -1.96556 1.92214 0.29 0.08 -0.16 -0.027
C 0.76745 -1.48095 3.30925 0.14 0.02 0.01 0.010
C 1.83708 -1.94004 4.31345 -0.06 -0.02 0.10 0.000
C 0.45619 -0.00117 3.52836 0.05 0.10 0.03 0.001
C -0.39860 0.22167 4.61166 0.05 0.05 0.06 -0.002
C -0.66457 1.48651 5.09419 0.04 -0.03 0.00 0.003
C -0.04994 2.57014 4.48866 -0.04 0.02 -0.05 -0.003
C 0.77597 2.41145 3.38065 0.00 0.05 0.00 -0.003
C 1.44064 3.64885 2.78220 0.16 -0.01 0.29 -0.006
C 2.85818 3.87566 3.32690 -0.02 -0.06 0.00 0.002
C 0.65273 4.93702 3.04353 -0.05 0.10 0.29 0.000
C 1.00801 1.11223 2.84938 0.25 0.08 0.07 0.057
N 1.79517 0.99192 1.67442 -0.18 -0.27 -0.30 -0.013
C 3.12092 0.76517 1.83715 -0.07 -0.18 0.33 0.086
C 3.81110 0.61158 3.06727 -0.04 0.06 -0.06 0.003
C 5.18093 0.38612 3.12902 -0.02 0.03 -0.05 -0.002
C 5.95215 0.28029 1.97970 -0.04 0.02 0.08 0.006
C 5.30742 0.39843 0.74726 0.07 -0.04 0.02 0.003
C 3.96073 0.62618 0.71373 -0.08 -0.04 0.01 -0.037
F 3.34984 0.71039 -0.49413 0.12 0.31 -0.21 0.008
H 0.51016 -1.54521 1.15604 0.36 -0.07 0.02 0.020
H 2.18083 -1.73128 1.66599 0.01 0.02 0.04 -0.004
H 1.02464 -3.04988 1.89079 0.03 -0.09 0.00 -0.001
H -0.15713 -2.00019 3.58252 -0.06 -0.02 -0.02 0.000
H 2.78082 -1.42818 4.12223 -0.03 -0.08 -0.01 0.000
H 2.00880 -3.01732 4.21442 -0.02 0.03 0.00 0.000
H 1.53334 -1.73027 5.34351 0.02 0.00 -0.03 0.000
H -0.84355 -0.64018 5.10304 0.01 0.01 -0.04 0.000
H -1.33015 1.62805 5.93923 0.01 0.00 -0.03 0.000
H -0.23531 3.56404 4.87847 0.01 -0.03 -0.03 0.000
H 1.52232 3.48599 1.70645 0.29 -0.07 0.33 0.013
H 2.82638 3.97549 4.41827 0.03 0.00 -0.02 0.000
H 3.27060 4.79656 2.90428 -0.03 -0.03 0.01 0.000
H 3.53353 3.06441 3.07613 0.04 -0.07 -0.01 -0.001
H 0.77507 5.26463 4.08173 0.10 0.01 0.00 0.000
H -0.41310 4.82333 2.84376 0.33 0.12 0.29 0.000
H 1.03754 5.73179 2.39975 -0.01 -0.02 0.01 0.000
H 3.23580 0.68638 3.98186 0.05 0.08 0.01 0.000
H 5.65305 0.29785 4.10220 -0.02 -0.01 0.01 0.000
H 7.02007 0.10943 2.03055 -0.02 -0.01 0.00 0.001
H 5.84179 0.30026 -0.18942 -0.06 0.01 -0.01 0.000
C 1.81445 0.96373 -3.71213 -0.30 -0.01 0.06 0.004
O 0.85363 1.18053 -2.69694 0.62 0.17 -0.48 0.030
Si -0.80963 1.03752 -2.67630 -0.47 0.04 -0.07 -0.011
C -1.43690 2.02450 -4.16835 0.00 0.09 -0.03 0.002
C -1.37420 -0.69929 -3.10928 0.02 -0.28 0.09 0.005
C -1.17037 1.57329 -0.99684 0.27 -0.19 0.02 0.109
Si -1.42830 3.37590 -0.82651 -0.16 0.30 0.17 -0.015
C -0.91123 4.04283 0.84404 -0.18 -0.18 -0.52 -0.003
C -0.54707 4.46649 -2.08799 0.13 -0.10 -0.23 0.007
C -3.26434 3.85479 -0.98923 -0.15 -0.05 -0.04 0.004
Si -2.26098 0.54255 0.03561 -0.35 0.01 0.15 -0.004
C -1.62830 -1.18046 0.44441 -0.08 -0.14 -0.03 0.011
C -3.97381 0.28407 -0.75255 -0.11 -0.02 -0.14 0.008
C -2.64501 1.28825 1.72921 0.02 0.10 0.04 0.000
H 2.28590 1.91370 -3.97569 0.00 0.01 0.00 0.001
H 1.35462 0.53795 -4.61252 0.00 0.02 0.01 0.002
H 2.57768 0.27627 -3.34839 0.03 -0.04 0.06 0.001
H -1.43695 1.40413 -5.07274 -0.01 0.01 0.07 0.000
H -0.81970 2.90338 -4.35926 -0.04 0.00 -0.01 0.000
H -2.46415 2.36327 -3.99198 0.06 -0.02 -0.05 0.001
H -0.81620 -1.07920 -3.97346 -0.01 -0.02 -0.02 0.001
H -2.43681 -0.67975 -3.37604 0.06 -0.02 -0.04 0.000
H -1.22858 -1.38280 -2.26890 -0.03 0.01 -0.16 0.002
H 0.17083 3.92025 0.94505 -0.75 0.15 -0.30 0.021
H -1.39309 3.50222 1.65978 0.07 0.06 -0.04 -0.001
H -1.14920 5.10809 0.94308 -0.03 -0.09 -0.13 0.000
H 0.44616 4.06851 -2.31762 -0.21 0.12 -0.06 -0.001
H -0.40837 5.46700 -1.66664 0.00 -0.03 0.01 0.000
H -1.10914 4.56321 -3.01782 -0.06 0.06 -0.01 0.000
H -3.86975 3.32551 -0.24432 0.02 0.10 -0.07 0.001
H -3.65883 3.59543 -1.97964 0.01 0.03 0.07 0.001
H -3.40376 4.93208 -0.83542 0.03 -0.06 -0.03 0.000
H -0.82781 -1.49519 -0.23074 -0.17 0.00 0.13 0.014
H -2.43047 -1.92025 0.38300 -0.11 0.00 0.03 0.001
H -1.23431 -1.19971 1.46770 -0.28 0.06 -0.21 0.009
H -3.90490 -0.36895 -1.63158 -0.02 0.05 0.09 -0.001
H -4.38193 1.24437 -1.08539 -0.02 -0.09 0.02 0.000
H -4.68651 -0.17053 -0.05202 0.08 0.02 -0.04 0.000
H -1.72713 1.42230 2.31319 -0.13 -0.02 -0.04 -0.004
H -3.29367 0.59616 2.27870 0.03 0.00 -0.02 -0.001
H -3.15379 2.25525 1.66812 -0.01 -0.09 0.04 0.000
S 3.36046 5.36744 -0.87041 -0.03 0.01 0.02 0.013
C 2.45618 4.00988 -0.72657 0.02 -0.02 0.01 0.029
N 1.78322 3.06145 -0.62647 0.45 -0.01 -0.02 0.024
Cl -1.42456 -4.06841 -5.83178 0.01 0.05 0.04 0.000
C -2.74919 -4.14487 -4.69588 0.04 -0.02 0.03 0.000
C -4.01852 -4.00660 -5.20489 -0.10 0.01 -0.04 0.000
C -5.11086 -4.08394 -4.35468 -0.01 0.01 -0.03 0.000
C -4.88631 -4.28982 -3.00922 -0.07 0.00 -0.02 0.000
C -3.60227 -4.40851 -2.49622 0.03 0.03 0.08 0.000
Cl -3.51602 -4.56331 -0.76790 0.14 0.15 -0.02 0.000
C -2.46335 -4.33367 -3.32030 0.06 -0.10 -0.04 0.000
N -1.13467 -4.37912 -2.96919 -0.06 0.16 0.08 0.000
C -0.43387 -4.79564 -1.81855 0.02 -0.17 -0.14 0.003
C -0.82415 -5.94256 -1.12934 -0.05 -0.02 -0.01 0.000
C -0.11959 -6.37979 -0.02284 0.04 0.02 0.00 0.000
C 1.02475 -5.70080 0.37364 -0.03 0.01 -0.05 0.000
C 1.46636 -4.62529 -0.37867 0.06 0.04 0.10 0.001
C 0.76628 -4.15168 -1.48483 0.01 0.09 0.08 -0.001
C 1.43537 -3.08878 -2.32607 -0.10 0.02 -0.01 0.004
C 1.93192 -1.80225 -1.61620 0.18 0.32 0.01 -0.015
O 3.15673 -1.65108 -1.61652 -0.20 -0.14 0.11 0.001
O 1.03710 -0.99795 -1.18448 0.38 -0.31 0.22 -0.057
H -4.14115 -3.83833 -6.26663 0.00 -0.01 0.03 0.000
H -6.11701 -3.96567 -4.73430 0.03 -0.01 0.01 0.000
H -5.71204 -4.32351 -2.31033 0.03 -0.02 -0.02 0.000
H -0.55816 -3.88021 -3.62314 0.07 0.01 -0.05 0.000
H -1.67935 -6.50243 -1.48268 -0.05 0.04 0.03 0.000
H -0.45578 -7.25763 0.51627 0.00 0.01 -0.01 0.000
H 1.58420 -6.02143 1.24353 0.00 0.00 -0.01 0.000
H 2.38783 -4.11713 -0.11259 -0.04 0.00 0.01 0.000
H 0.83029 -2.75443 -3.16827 -0.15 0.04 0.00 0.000
H 2.34488 -3.53245 -2.73033 -0.03 -0.04 -0.13 -0.001
```
Positions in Å, forces in eV/Å.

Properties
E_LUMO (alpha / beta) = 0.1348 / 0.1348 Eh
DFT total energy = -152771.2634 eV
Net charge = -2
Relative energy (zero: lowest compared OMol25 entry of this formula, charge and spin) = 0.521 eV
Kohn-Sham gap (alpha / beta) = 5.583 / 5.599 eV
Multiplicity = 5
Highest occupied orbital energy (alpha / beta) = -1.9 / -1.9 eV